This record from OMol25 describes 12 unconnected molecules or ions with the total composition C81H130FN11O5 in a non-equilibrium geometry. The level of theory is ωB97M-V with the def2-TZVPD basis set.

## Properties
Max |F|, eV/A: 4.60
2S+1: 1
HOMO, eV: -7.68
LUMO energy, eV: 0.45
Gap between HOMO and LUMO, Ha: 0.2988
SMILES: CC1(C)CCCC(C)(C)N1O.CC1(C)CCCC(C)(C)N1O.CC1(C)CCCC(C)(C)N1O.CC1(C)CCCC(C)(C)N1O.CC1(C)CCCC(C)(C)N1O.Fc1ccccc1.c1ccncc1.c1ccncc1.c1ccncc1.c1ccncc1.c1ccncc1.c1ccncc1

Each line ends with the Mulliken charge.
Cartesian coordinates (Å):
1 C -4.2460 4.8327 -0.7446  -1.708
2 C -3.1899 5.2610 -1.7908  1.658
3 C -3.7084 6.5351 -2.5121  -2.005
4 C -1.8663 5.5090 -0.9633  0.368
5 C -0.5495 5.6208 -1.7864  -1.196
6 C -0.4312 4.5211 -2.8099  -0.508
7 C -1.7583 4.3505 -3.6546  1.337
8 C -1.8218 5.5150 -4.6740  -1.922
9 C -1.5422 3.0424 -4.3989  -1.073
10 N -2.8951 4.1694 -2.7329  1.399
11 O -4.0477 3.8006 -3.3859  -0.675
12 H -4.0547 3.7870 -0.5035  0.220
13 H -4.1905 5.4441 0.1560  0.415
14 H -5.2745 4.8801 -1.1023  0.334
15 H -4.3264 6.4007 -3.3999  0.160
16 H -4.2486 7.1055 -1.7565  0.561
17 H -2.9287 7.2547 -2.7619  0.456
18 H -2.0314 6.5483 -0.6792  0.602
19 H -1.7207 4.8183 -0.1328  -1.101
20 H -0.5360 6.5636 -2.3332  0.475
21 H 0.3034 5.6739 -1.1098  0.228
22 H -0.2067 3.5930 -2.2844  -0.207
23 H 0.4101 4.7150 -3.4753  0.643
24 H -1.0503 5.4576 -5.4419  0.425
25 H -1.8309 6.5123 -4.2344  0.273
26 H -2.7787 5.5111 -5.1959  0.417
27 H -1.3678 2.2037 -3.7248  -0.623
28 H -0.6827 3.0869 -5.0678  0.125
29 H -2.4235 2.9433 -5.0326  0.668
30 H -4.0930 2.9009 -3.0540  0.149
31 C -6.2763 -0.0364 -1.6054  -1.821
32 C -4.9574 -0.8107 -1.5199  2.250
33 C -4.3407 -0.6549 -0.0893  -1.761
34 C -5.2481 -2.3503 -1.6594  -0.959
35 C -5.5992 -2.8521 -2.9831  -1.044
36 C -4.5104 -2.4441 -3.9648  -1.003
37 C -4.1585 -0.8797 -3.9775  2.016
38 C -2.8512 -0.7303 -4.7680  -1.537
39 C -5.2991 -0.0387 -4.7367  -1.830
40 N -3.9922 -0.3978 -2.5888  -0.465
41 O -3.6618 0.8832 -2.5162  2.110
42 H -6.8803 -0.2109 -2.4958  0.323
43 H -6.9238 -0.2760 -0.7619  0.516
44 H -6.0756 1.0346 -1.5794  0.105
45 H -3.3713 -1.1526 -0.0614  0.092
46 H -4.1850 0.4137 0.0585  0.272
47 H -4.9298 -1.0398 0.7432  0.440
48 H -4.3357 -2.8311 -1.3066  -0.327
49 H -6.0211 -2.6377 -0.9467  0.593
50 H -5.8725 -3.9066 -2.9470  0.494
51 H -6.4969 -2.4511 -3.4537  0.530
52 H -4.6442 -2.8391 -4.9719  0.634
53 H -3.6965 -3.0357 -3.5456  -0.442
54 H -2.0654 -1.2433 -4.2135  -0.282
55 H -2.4916 0.2982 -4.7352  0.129
56 H -2.9092 -1.0795 -5.7989  0.706
57 H -5.4833 0.9361 -4.2851  0.187
58 H -6.1636 -0.6972 -4.8211  0.434
59 H -5.0803 0.1226 -5.7923  0.488
60 H -2.7746 0.9163 -2.1511  -0.052
61 C 4.8410 3.7063 5.0197  -1.503
62 C 3.6301 4.4168 4.4612  1.555
63 C 2.3700 4.1204 5.3074  -1.745
64 C 3.8363 5.9315 4.4836  -1.502
65 C 4.8953 6.4385 3.4864  -0.772
66 C 4.4632 6.0012 2.0866  -1.334
67 C 4.0881 4.4658 1.9375  1.544
68 C 3.2444 4.4517 0.6616  -2.227
69 C 5.3242 3.6008 1.6643  -1.034
70 N 3.3439 3.9699 3.0711  -0.157
71 O 2.8681 2.7004 2.9834  1.545
72 H 4.9227 3.8880 6.0913  0.497
73 H 4.6458 2.6349 4.9722  0.178
74 H 5.7413 3.8916 4.4338  0.277
75 H 2.4315 4.3187 6.3775  0.432
76 H 1.4216 4.4510 4.8839  0.238
77 H 2.2336 3.0417 5.2302  0.250
78 H 2.8791 6.4395 4.3659  0.357
79 H 4.0203 6.2230 5.5177  0.493
80 H 5.0383 7.5177 3.5396  0.501
81 H 5.8868 6.1065 3.7943  0.351
82 H 5.3565 6.2493 1.5135  0.319
83 H 3.6831 6.6841 1.7500  0.516
84 H 3.0690 3.3974 0.4473  0.174
85 H 3.7839 4.9966 -0.1131  0.551
86 H 2.2613 4.8896 0.8342  0.390
87 H 5.4916 3.7425 0.5966  0.470
88 H 5.2515 2.5471 1.9337  -0.344
89 H 6.1198 4.0029 2.2915  0.415
90 H 3.6979 2.2183 2.9597  -0.316
91 C 0.0531 0.5363 4.3749  -1.856
92 C -0.8988 -0.5395 4.9993  2.173
93 C -1.8114 0.1131 6.0690  -2.218
94 C -1.9125 -0.9332 3.8529  -1.984
95 C -1.3186 -1.8833 2.8337  1.801
96 C -0.5935 -3.0636 3.5749  -1.617
97 C 0.4399 -2.6734 4.6724  1.862
98 C 0.8287 -3.9968 5.2542  -2.097
99 C 1.7274 -2.0287 4.0597  -0.727
100 N -0.2261 -1.7166 5.5357  0.418
101 O 0.5360 -1.4670 6.7055  -0.438
102 H 0.8681 0.7238 5.0739  0.536
103 H 0.5504 0.3732 3.4188  -0.245
104 H -0.3573 1.5372 4.2410  0.623
105 H -1.2446 0.4238 6.9468  0.498
106 H -2.3301 0.9611 5.6218  0.307
107 H -2.5945 -0.5283 6.4732  0.487
108 H -2.7548 -1.5210 4.2178  0.530
109 H -2.1800 -0.0190 3.3230  0.468
110 H -2.0880 -2.2218 2.1398  0.238
111 H -0.5735 -1.3304 2.2615  -1.244
112 H -0.1494 -3.7068 2.8152  0.023
113 H -1.3943 -3.6674 4.0020  0.720
114 H 0.2354 -4.5052 6.0141  0.374
115 H 1.7992 -3.8471 5.7272  0.479
116 H 1.0838 -4.7820 4.5425  0.300
117 H 2.4608 -2.7690 3.7402  0.011
118 H 2.2588 -1.4082 4.7813  0.906
119 H 1.5495 -1.3899 3.1946  -0.797
120 H -0.1009 -1.7498 7.3658  0.360
121 C -1.9508 -4.2960 -0.2697  -0.653
122 C -2.5725 -5.7453 -0.4836  1.753
123 C -2.7017 -6.4031 0.8723  -2.018
124 C -3.9581 -5.8285 -1.2174  -0.634
125 C -4.4867 -7.2158 -1.6744  -1.153
126 C -3.4442 -7.9020 -2.5336  -1.334
127 C -2.0206 -7.9240 -1.9051  1.398
128 C -1.9701 -9.0216 -0.8654  -1.823
129 C -1.0671 -8.1879 -3.1080  -1.863
130 N -1.6119 -6.6087 -1.2631  1.067
131 O -0.2376 -6.5117 -0.9084  -0.432
132 H -1.9683 -3.9750 -1.3111  -0.817
133 H -2.5581 -3.6050 0.3150  0.537
134 H -0.9182 -4.2768 0.0789  0.095
135 H -3.0113 -5.6329 1.5787  0.524
136 H -3.4507 -7.1933 0.8194  0.329
137 H -1.7322 -6.7116 1.2634  0.300
138 H -4.6863 -5.2721 -0.6273  0.421
139 H -3.7797 -5.2071 -2.0950  -0.067
140 H -4.7150 -7.8940 -0.8522  0.421
141 H -5.4193 -7.1334 -2.2324  0.405
142 H -3.4644 -7.5177 -3.5534  0.478
143 H -3.7042 -8.9295 -2.7879  0.496
144 H -1.9248 -10.0052 -1.3331  0.504
145 H -2.8156 -9.0313 -0.1775  0.326
146 H -1.0779 -8.8979 -0.2516  0.256
147 H -1.4299 -8.9579 -3.7889  0.446
148 H -0.1228 -8.6225 -2.7804  0.395
149 H -0.9103 -7.2568 -3.6526  0.288
150 H 0.0299 -5.8829 -1.5827  0.551
151 F 0.2077 6.7013 2.4206  -0.359
152 C -0.8831 5.8868 2.5850  -0.545
153 C -0.7221 4.4904 2.5672  0.356
154 C -1.8378 3.7026 2.6783  -0.267
155 C -3.1110 4.3202 2.8506  -0.570
156 C -3.2568 5.6804 2.8293  -0.947
157 C -2.1062 6.4298 2.6577  -0.095
158 H 0.2588 4.0503 2.4643  0.451
159 H -1.7240 2.6385 2.5329  0.587
160 H -3.9224 3.6075 2.8391  0.453
161 H -4.2065 6.1927 2.8743  0.437
162 H -2.1166 7.5096 2.6434  0.485
163 C 0.6309 0.5426 -6.2137  0.011
164 C 0.6760 1.4149 -7.3058  -0.726
165 C 1.3990 2.5779 -7.1345  -0.452
166 N 1.9748 2.9416 -5.9397  -0.584
167 C 1.9280 2.1059 -4.8773  -0.674
168 C 1.2764 0.8986 -4.9826  0.239
169 H 0.0194 -0.3414 -6.3182  0.348
170 H 0.1951 1.2270 -8.2544  0.439
171 H 1.5110 3.2966 -7.9328  0.378
172 H 2.2667 2.4829 -3.9236  0.761
173 H 1.3018 0.1551 -4.1998  0.225
174 C 6.2100 1.0115 -0.7278  -0.429
175 C 6.5287 1.7649 -1.8857  -0.483
176 C 5.7657 1.4740 -2.9874  -0.517
177 N 4.6221 0.7589 -2.9888  -0.306
178 C 4.2745 0.1674 -1.8293  -0.579
179 C 5.0408 0.2567 -0.6077  -0.116
180 H 6.7639 1.1658 0.1864  0.454
181 H 7.4045 2.3961 -1.9161  0.454
182 H 6.0104 1.9907 -3.9036  0.352
183 H 3.3131 -0.3247 -1.8295  0.836
184 H 4.7458 -0.3032 0.2675  0.310
185 C 3.4638 -5.4224 1.5472  -0.726
186 C 2.2902 -4.6788 1.3804  -0.391
187 C 2.3492 -3.3368 1.0487  0.684
188 N 3.5108 -2.7027 0.7995  0.403
189 C 4.6224 -3.3739 1.0620  -0.413
190 C 4.6294 -4.7369 1.3978  -1.081
191 H 3.4433 -6.4937 1.6826  0.501
192 H 1.3461 -5.2033 1.3781  0.347
193 H 1.4332 -2.8866 0.6955  -0.341
194 H 5.4600 -2.6922 1.0731  0.545
195 H 5.5442 -5.2383 1.6772  0.397
196 C 5.3399 -0.6682 3.7466  0.305
197 C 6.2752 0.2918 4.1014  -0.549
198 C 7.1215 0.1344 5.1966  -0.346
199 N 7.1217 -1.0918 5.8479  -0.626
200 C 6.1678 -2.0059 5.5500  -0.516
201 C 5.2699 -1.8356 4.5301  -0.234
202 H 4.7458 -0.4556 2.8701  0.558
203 H 6.2903 1.1787 3.4853  0.434
204 H 7.8232 0.9333 5.3857  0.369
205 H 6.2117 -2.9378 6.0940  0.390
206 H 4.6120 -2.6388 4.2326  0.296
207 C 1.5581 -2.7674 -4.6899  -0.440
208 C 0.2503 -3.2165 -4.5041  -0.799
209 C -0.0261 -4.0092 -3.4242  -0.001
210 N 0.9343 -4.4111 -2.5536  0.107
211 C 2.1692 -3.9064 -2.6827  -0.534
212 C 2.5098 -3.0979 -3.7259  -0.770
213 H 1.8587 -2.1852 -5.5484  0.565
214 H -0.5409 -3.0032 -5.2076  0.516
215 H -1.0546 -4.3313 -3.3550  0.236
216 H 2.9525 -4.0730 -1.9582  0.404
217 H 3.5167 -2.7385 -3.8785  0.473
218 C 1.1780 0.0017 0.1508  0.441
219 C 0.5348 -0.7707 -0.8086  -0.081
220 C -0.6132 -0.3489 -1.4394  -0.816
221 N -1.2487 0.8471 -1.0428  0.472
222 C -0.6325 1.5390 -0.0620  -1.063
223 C 0.5721 1.1673 0.5410  -0.499
224 H 2.1759 -0.2136 0.5033  0.485
225 H 0.8392 -1.7889 -1.0007  -0.128
226 H -1.0673 -0.9074 -2.2446  -0.081
227 H -1.0531 2.4887 0.2338  0.644
228 H 1.0388 1.8335 1.2514  0.038